Here is C20H23N3O2 in the gas phase from the Open Molecules 2025 dataset. Energies are from ωB97M-V/def2-TZVPD.

Element x y z (Å)
O -4.22474 -1.21375 0.68377
O -0.55359 -3.22483 -1.02606
N -1.29708 -0.19449 0.73861
N 2.12654 1.98602 0.20582
N 0.94976 -0.04396 0.40185
C 0.95814 2.63943 0.05381
C -3.75376 0.09056 0.44035
C -0.22347 0.56933 0.40623
C -1.50287 -2.28094 -0.60065
C -1.43864 2.68896 -0.31783
C 5.75679 -1.43518 0.31692
C 3.38626 -1.40059 0.68234
C -0.14641 4.71539 -0.47029
C 3.34127 -0.06052 0.30615
C 4.52099 0.58582 -0.05718
C 2.07393 0.67875 0.28861
C -1.36373 4.03425 -0.57821
C -0.29690 1.96707 0.06707
C -1.14855 -1.63511 0.76219
C -2.51203 0.32965 1.30936
C 0.58529 -2.65438 -1.63150
C 0.99905 4.02856 -0.17714
C -5.33529 -1.55672 -0.10354
C 4.58845 -2.08207 0.68537
C 5.72017 -0.09940 -0.05142
H 0.32454 -2.20270 -2.59778
H -0.11324 5.77913 -0.65542
H 1.29077 -3.46681 -1.79267
H -2.25126 4.57186 -0.87823
H 6.63142 0.40619 -0.33651
H 6.69524 -1.97060 0.31891
H -6.18079 -0.88388 0.08675
H 1.04474 -1.88753 -1.00022
H -2.44695 -2.82375 -0.52267
H -3.51126 0.20858 -0.62686
H 2.47585 -1.89553 0.98147
H -1.79600 -2.03937 1.53927
H -2.69616 -0.18275 2.26172
H 1.96244 4.51224 -0.14650
H -5.61086 -2.57206 0.17268
H -2.37932 2.18170 -0.46106
H 4.47220 1.62541 -0.34068
H -0.11072 -1.87485 0.99930
H -2.38892 1.39248 1.51550
H -1.61113 -1.49016 -1.35750
H -4.53491 0.82364 0.69972
H -5.09169 -1.52157 -1.17269
H 4.61643 -3.12150 0.97886

The LUMO energy is 0.26 eV. The value obtained for the max |F| is 0.01660 Eh/bohr. Its structure (SMILES) is COCCN(CCOC)c1nc(-c2ccccc2)nc2ccccc12. The energy above the lowest of the compared OMol25 structures with the same formula, charge and spin is 228.20 kJ/mol. The gap between HOMO and LUMO comes out at 8.30 eV.